# 1
{
  "formula": "F2Li3",
  "method": "ωB97M-V with the def2-TZVPD basis set",
  "symbols": ["Li", "Li", "Li", "F", "F"],
  "xyz": [[1.1194, -0.6330, -0.0517], [-0.2565, 1.0986, -1.6163], [-0.7431, 0.4585, 0.8510], [-0.1023, 0.1673, -0.4482], [-0.0174, -1.0914, 1.2651]],
  "energy_ev": -6047.3819,
  "charge": 1,
  "relative_energy_kcal_mol": 30.08,
  "max_force_ev_per_a": 4.792,
  "homo_energy_ev": -14.675,
  "orbital_gap_ev": 9.391
}

=====

# 2
{
  "formula": "CH2N2O3S2",
  "method": "ωB97M-V with the def2-TZVPD basis set",
  "symbols": ["C", "N", "N", "O", "O", "O", "S", "S", "H", "H"],
  "xyz": [[-0.5223, -1.4732, 1.0839], [-0.7803, -1.4820, -0.0676], [-0.0078, 1.7783, 0.1776], [-0.1678, -1.4059, 2.2108], [1.7641, -0.2726, 0.0365], [1.5284, 1.0921, -1.9532], [-1.5311, -2.1544, -1.3852], [0.7848, 0.2971, -0.9108], [-0.6635, 2.4995, -0.0660], [-0.4045, 1.1212, 0.8740]],
  "energy_ev": -31860.6023,
  "charge": -2,
  "relative_energy_kcal_mol": 25.64,
  "max_force_ev_per_a": 3.465,
  "homo_energy_ev": 0.249,
  "orbital_gap_ev": 5.725
}